[1]
100
Properties=species:S:1:pos:R:3:forces:R:3:mulliken_charge:R:1 method="wB97M-V/def2-TZVPD" total_charge=+1 molar_mass_da=1073.861
Hf 0.320 -0.070 0.055 -0.36 0.24 -0.21 0.409
C 1.465 2.175 4.558 -0.02 0.00 0.02 -1.422
C 0.151 1.976 3.792 -0.05 0.00 -0.02 0.912
C 0.067 2.952 2.633 0.06 -0.03 0.02 -0.803
C -0.074 0.509 3.491 -0.07 -0.02 0.12 -0.289
C -0.121 -0.412 4.537 0.02 -0.03 -0.12 -1.724
C -0.377 -1.631 3.957 -0.11 0.11 -0.02 -0.348
N -0.504 -1.456 2.643 0.13 -0.06 0.06 0.552
N -0.311 -0.136 2.315 0.14 -0.11 -0.02 0.451
B -0.794 -2.570 1.625 0.01 -0.13 -0.05 -0.549
N 0.456 -2.949 0.800 0.05 -0.05 0.09 0.271
C 1.220 -4.019 1.040 -0.01 0.07 -0.06 -0.433
C 2.266 -4.022 0.150 -0.10 0.05 0.02 -1.689
C 2.096 -2.886 -0.642 0.01 -0.05 -0.02 -0.306
N 0.989 -2.225 -0.237 0.02 0.04 0.04 1.393
C 3.047 -2.613 -1.785 0.04 0.02 -0.01 0.852
C 3.110 -1.226 -2.415 0.00 -0.05 0.05 -1.028
C 2.814 -3.658 -2.886 0.03 0.00 0.04 -1.621
N -1.915 -2.110 0.696 -0.11 0.02 -0.05 0.023
C -3.183 -2.516 0.747 0.01 0.01 -0.12 -0.511
C -3.881 -1.866 -0.243 0.12 0.02 0.05 -1.293
C -2.958 -1.042 -0.896 -0.09 -0.09 0.03 -0.370
N -1.746 -1.182 -0.296 0.07 0.11 0.08 0.697
C -3.438 -0.278 -2.121 -0.01 0.04 -0.01 0.534
C -3.728 -1.291 -3.240 -0.01 0.00 0.03 -1.600
C -2.675 0.907 -2.701 -0.03 -0.05 -0.02 -0.989
H 1.517 3.202 4.918 0.01 0.03 0.02 0.435
H 1.536 1.515 5.419 0.02 -0.01 0.03 0.389
H 2.325 1.991 3.917 0.01 0.01 -0.02 0.247
H -0.659 2.221 4.487 0.01 0.03 -0.03 0.412
H 0.780 2.674 1.854 -0.02 0.03 -0.01 -0.220
H -0.939 3.009 2.227 -0.03 0.01 -0.02 0.170
H 0.340 3.946 2.985 0.00 0.02 0.02 0.543
H 0.003 -0.201 5.583 0.00 0.01 0.06 0.598
H -0.503 -2.607 4.391 -0.02 -0.06 0.02 0.537
H -1.141 -3.536 2.233 -0.01 -0.01 0.01 -0.087
H 0.951 -4.716 1.813 -0.02 -0.04 0.06 0.551
H 3.048 -4.752 0.063 0.05 -0.05 -0.01 0.657
H 4.029 -2.819 -1.350 -0.03 0.02 0.00 0.594
H 2.394 -1.132 -3.225 -0.01 0.00 -0.02 0.370
H 2.960 -0.418 -1.695 0.02 -0.01 -0.01 -0.564
H 4.098 -1.080 -2.848 0.03 0.00 0.01 0.659
H 1.822 -3.535 -3.323 -0.04 0.00 -0.02 0.294
H 3.549 -3.529 -3.679 0.02 0.00 -0.02 0.429
H 2.895 -4.674 -2.504 0.00 -0.03 -0.01 0.457
H -3.493 -3.249 1.471 -0.01 -0.05 0.03 0.560
H -4.920 -1.982 -0.494 -0.06 0.00 -0.01 0.705
H -4.410 0.112 -1.799 0.04 -0.01 0.01 0.768
H -2.811 -1.777 -3.571 0.00 0.00 0.00 0.304
H -4.422 -2.063 -2.916 -0.02 -0.03 0.00 0.472
H -4.162 -0.777 -4.096 -0.02 0.02 -0.04 0.441
H -1.788 0.604 -3.248 0.01 0.01 -0.01 0.236
H -3.327 1.399 -3.423 -0.01 0.01 -0.02 0.688
H -2.404 1.651 -1.961 -0.02 0.02 0.00 -0.217
O 1.125 1.890 -0.492 0.12 -0.01 -0.02 1.079
C 0.405 3.091 -0.819 0.06 0.01 -0.07 -1.765
C -1.000 2.889 -0.352 -0.05 -0.02 0.01 0.761
C -1.916 3.924 -0.423 -0.06 0.00 0.04 -0.968
C -3.183 3.728 0.097 0.11 -0.04 -0.03 -0.937
C -3.479 2.511 0.696 0.09 -0.03 -0.03 -1.064
C -2.517 1.524 0.705 -0.02 -0.03 0.01 -0.217
N -1.298 1.687 0.157 0.07 0.04 0.05 1.187
H 2.100 2.007 -0.478 0.04 0.12 -0.05 -0.940
H 0.442 3.274 -1.896 0.01 0.01 0.05 0.644
H 0.870 3.930 -0.298 -0.03 -0.04 0.00 0.596
H -1.633 4.868 -0.867 0.02 0.02 -0.02 0.592
H -3.921 4.517 0.053 -0.02 0.03 0.00 0.508
H -4.442 2.326 1.148 -0.02 -0.02 0.02 0.566
H -2.711 0.569 1.169 0.00 -0.01 0.00 0.254
O -1.196 3.154 -9.233 -0.03 -0.01 -0.02 -0.673
S 0.147 2.835 -8.797 -0.05 0.01 -0.09 1.200
O 0.561 3.490 -7.571 0.03 0.00 0.07 -0.660
O 1.158 2.762 -9.825 0.00 -0.03 -0.02 -0.666
C -0.035 1.091 -8.283 0.06 0.10 -0.08 0.014
N -0.276 0.129 -9.184 -0.01 -0.05 -0.01 -0.477
C -0.371 -1.107 -8.727 0.00 0.11 -0.08 -0.379
C -0.236 -1.437 -7.378 0.03 -0.02 0.17 -0.629
C -0.001 -0.370 -6.533 -0.05 0.10 -0.26 -0.256
N 0.094 0.875 -6.989 0.02 -0.13 0.21 -0.288
C 0.158 -0.415 -5.065 -0.01 -0.06 0.23 1.617
C -0.237 -1.458 -4.231 0.04 0.07 -0.07 -1.099
C -0.160 -1.308 -2.863 0.01 0.00 0.05 -0.326
N 0.321 -0.199 -2.260 -0.06 -0.05 -0.01 1.022
C 0.781 0.772 -3.085 -0.01 -0.08 -0.02 -0.720
C 0.704 0.716 -4.448 -0.04 -0.05 -0.02 -1.127
H -0.561 -1.882 -9.462 0.00 0.00 -0.01 0.416
H -0.295 -2.465 -7.047 -0.01 -0.03 0.04 0.478
H -0.652 -2.373 -4.632 0.00 -0.03 -0.02 0.468
H -0.510 -2.096 -2.212 0.03 0.04 -0.02 0.088
H 1.265 1.617 -2.631 -0.01 -0.01 -0.01 0.301
H 1.026 1.541 -5.071 0.04 0.04 0.00 0.795
Te 2.730 -0.022 1.679 0.19 -0.03 0.03 0.035
C 4.302 0.351 0.335 -0.05 0.12 0.06 0.303
C 5.313 -0.444 -0.105 -0.01 -0.06 -0.04 -0.516
C 6.131 0.184 -1.093 0.03 -0.04 0.02 -0.615
C 5.738 1.445 -1.399 -0.09 -0.01 0.12 -0.536
S 4.406 1.901 -0.411 -0.10 0.05 -0.04 -0.055
H 5.464 -1.453 0.248 0.02 -0.04 0.02 0.535
H 6.988 -0.286 -1.551 0.03 -0.03 -0.01 0.446
H 6.187 2.143 -2.083 0.03 0.05 -0.05 0.463



[2]
98
Properties=species:S:1:pos:R:3:forces:R:3:mulliken_spin:R:1 method="wB97M-V/def2-TZVPD" total_charge=+2 molar_mass_da=968.894 multiplicity=6
Fe 0.705 0.121 0.366 -0.02 0.55 -0.15 4.264
Cl 7.564 0.744 3.243 -0.07 0.00 -0.04 0.002
C 6.077 0.640 2.360 0.03 -0.02 0.06 0.013
C 4.924 0.236 3.007 0.02 0.01 -0.01 -0.011
C 3.753 0.160 2.274 -0.15 -0.07 0.03 0.006
Cl 2.286 -0.360 3.049 -0.11 -0.09 0.03 0.018
C 3.667 0.468 0.915 0.03 0.08 -0.19 -0.009
O 2.557 0.402 0.205 0.40 -0.19 0.59 0.092
C 4.866 0.877 0.314 0.06 0.08 -0.05 0.015
Cl 4.816 1.313 -1.363 0.02 0.01 0.05 0.001
C 6.054 0.962 1.013 0.07 0.01 -0.09 -0.007
H 4.937 -0.018 4.057 -0.02 0.00 0.00 -0.001
H 6.957 1.274 0.509 -0.01 0.02 0.00 0.000
N 0.597 2.354 0.701 -0.04 0.01 0.07 0.080
C 1.130 3.019 -0.494 0.05 0.06 0.05 0.006
C 0.443 4.342 -0.851 -0.03 -0.06 0.00 0.006
C -1.087 4.308 -0.956 0.07 0.03 -0.04 0.001
C -1.737 3.333 -1.939 -0.09 0.05 -0.05 0.003
N -1.294 3.568 -3.316 0.31 0.06 0.16 0.000
C -0.829 2.671 -4.174 -0.45 -0.09 -0.16 0.000
N -0.995 1.347 -3.968 0.34 0.06 0.23 0.000
N -0.363 3.088 -5.357 0.07 0.02 0.04 0.000
C 1.067 2.056 -1.673 -0.05 -0.05 -0.04 0.012
O 1.482 2.401 -2.766 -0.03 0.00 -0.05 0.015
O 0.475 0.922 -1.440 -0.26 -0.15 -0.32 0.062
H -0.408 2.464 0.781 0.00 0.01 0.08 0.004
H 1.012 2.725 1.549 0.02 -0.04 0.01 -0.004
H 2.192 3.215 -0.336 -0.01 -0.02 0.05 -0.003
H 0.887 4.687 -1.786 0.00 0.01 0.00 0.001
H 0.694 5.082 -0.089 0.03 0.03 -0.03 -0.001
H -1.418 5.317 -1.217 -0.03 0.01 0.07 0.000
H -1.529 4.105 0.023 -0.05 0.04 -0.01 -0.001
H -2.817 3.491 -1.900 -0.02 -0.10 0.01 0.000
H -1.544 2.297 -1.668 0.05 -0.01 -0.01 -0.001
H -1.165 4.537 -3.566 0.04 -0.03 0.00 0.000
H -0.813 1.007 -3.016 -0.09 0.01 -0.09 -0.001
H -0.502 0.778 -4.641 0.01 -0.01 0.04 0.000
H -0.168 4.065 -5.501 -0.02 -0.02 -0.01 0.000
H 0.179 2.454 -5.919 0.00 0.00 0.01 0.000
N -0.848 -0.136 1.274 -0.26 -0.77 0.32 0.205
P -1.597 -0.614 2.582 0.14 0.29 -0.33 0.020
C -0.805 -1.954 3.499 0.06 0.10 0.07 0.023
C -0.050 -2.882 2.793 0.01 0.02 0.02 0.019
C 0.580 -3.925 3.450 -0.04 -0.03 0.02 0.003
C 0.449 -4.048 4.828 0.01 -0.01 -0.04 0.000
C -0.298 -3.122 5.542 -0.02 -0.01 0.00 0.001
C -0.921 -2.072 4.883 0.01 0.04 0.01 -0.004
C -1.844 0.710 3.786 -0.07 0.15 -0.05 0.026
C -0.748 1.514 4.104 -0.05 -0.01 0.00 0.010
C -0.877 2.537 5.029 0.02 -0.01 -0.03 0.000
C -2.106 2.778 5.630 0.00 0.01 0.02 0.001
C -3.204 2.000 5.302 -0.03 -0.03 -0.01 0.000
C -3.077 0.965 4.383 0.07 0.02 0.03 -0.003
C -3.274 -1.217 2.220 0.00 -0.09 -0.02 0.024
C -3.940 -0.738 1.094 -0.05 0.09 0.10 0.014
C -5.248 -1.124 0.834 -0.01 0.02 -0.09 0.003
C -5.901 -1.996 1.695 0.00 -0.03 -0.01 0.000
C -5.243 -2.480 2.817 0.01 -0.01 0.02 0.001
C -3.936 -2.093 3.079 0.05 -0.07 -0.09 -0.001
H 0.062 -2.747 1.728 0.01 0.01 0.03 -0.006
H 1.177 -4.638 2.896 0.01 0.01 0.00 0.000
H 0.938 -4.862 5.346 0.01 0.01 0.00 0.000
H -0.390 -3.214 6.616 0.01 0.01 0.00 0.000
H -1.484 -1.338 5.448 0.01 -0.01 0.01 0.001
H 0.207 1.334 3.626 0.04 -0.04 0.04 0.002
H -0.019 3.145 5.285 0.00 0.01 0.00 0.000
H -2.207 3.576 6.354 0.00 0.01 0.00 0.000
H -4.164 2.194 5.761 0.00 -0.01 0.01 0.000
H -3.942 0.364 4.137 -0.02 0.00 0.00 0.001
H -3.441 -0.016 0.461 0.03 0.06 -0.07 -0.007
H -5.776 -0.718 -0.023 0.03 0.01 0.03 0.000
H -6.927 -2.284 1.505 0.00 0.00 0.00 0.000
H -5.752 -3.151 3.496 0.01 -0.01 0.00 0.000
H -3.430 -2.480 3.955 -0.01 0.00 0.01 0.000
I 4.521 -1.768 -3.724 0.04 0.01 0.00 0.001
C 3.163 -2.417 -2.295 -0.01 -0.03 -0.06 0.006
C 3.136 -3.743 -1.896 -0.04 -0.03 0.02 0.000
C 2.133 -4.147 -1.028 0.01 -0.03 -0.06 -0.002
C 1.228 -3.208 -0.574 -0.08 0.05 0.03 0.013
N 1.289 -1.911 -0.900 0.22 0.14 0.03 0.043
C 2.243 -1.528 -1.761 -0.08 -0.07 -0.07 0.025
H 3.869 -4.448 -2.265 -0.02 -0.01 -0.02 0.000
H 2.050 -5.178 -0.715 0.01 0.00 0.02 0.000
H 0.413 -3.509 0.072 0.05 0.02 0.01 0.001
H 2.268 -0.481 -2.024 0.00 -0.03 -0.01 -0.005
N -4.150 -3.809 -2.940 -0.01 -0.01 0.01 0.000
C -3.201 -3.150 -1.957 0.08 0.08 0.06 0.000
C -2.657 -1.832 -2.516 -0.11 -0.11 0.18 0.000
N -1.683 -1.226 -1.648 -0.12 -0.06 -0.39 0.018
H -4.540 -4.679 -2.569 0.00 0.03 -0.01 0.000
H -3.671 -4.030 -3.816 -0.02 0.00 0.02 0.000
H -4.930 -3.188 -3.165 0.00 -0.02 0.02 0.000
H -2.393 -3.856 -1.769 -0.03 -0.05 -0.05 0.000
H -3.752 -2.991 -1.031 -0.06 0.01 0.01 0.000
H -3.486 -1.134 -2.675 0.00 -0.03 -0.01 0.000
H -2.203 -2.020 -3.496 0.01 0.03 0.01 0.000
H -0.846 -1.785 -1.543 0.12 0.13 -0.02 -0.004
H -2.021 -0.984 -0.726 -0.02 0.04 0.13 0.010



[3]
92
Properties=species:S:1:pos:R:3:forces:R:3:mulliken_charge:R:1 method="wB97M-V/def2-TZVPD" total_charge=+1 molar_mass_da=874.524
In -1.442 -0.017 0.364 -0.63 0.73 -0.39 1.303
N 4.142 -1.361 5.842 0.63 0.45 0.16 -0.496
C 2.899 -1.364 5.264 0.30 0.52 -0.74 0.839
C 2.457 -0.194 4.572 0.27 -1.17 0.96 -0.847
C 1.264 -0.176 3.915 0.98 0.54 -0.42 -0.155
C 0.473 -1.300 3.841 -0.30 -0.05 0.04 -0.456
C 0.858 -2.410 4.539 0.82 -1.22 1.37 -0.079
C 2.067 -2.479 5.275 -1.03 -0.19 -0.07 -1.128
S -1.035 -1.234 2.978 1.36 -0.36 -0.38 1.278
O -2.049 -1.969 3.606 -1.19 -1.45 0.96 -0.730
O -1.291 0.176 2.774 -0.03 1.46 -0.48 -0.719
N -0.781 -1.712 1.446 -0.13 0.42 -0.12 -0.053
C -1.064 -2.894 0.795 1.17 -1.40 1.38 0.090
N -1.713 -2.737 -0.343 -0.30 2.48 0.44 0.128
C -1.946 -3.764 -1.084 0.33 -2.76 -1.14 -0.156
C -1.468 -5.032 -0.717 -0.52 0.11 -0.91 -0.734
C -0.726 -5.094 0.447 -0.01 -1.11 -0.68 -0.262
N -0.535 -4.055 1.243 -0.07 0.86 -0.09 -0.372
H 4.757 -0.570 5.653 -0.46 -0.43 0.12 0.216
H 4.643 -2.212 6.062 -0.48 0.12 -0.06 0.225
H 3.056 0.692 4.619 0.32 0.34 -0.09 0.324
H 1.057 0.721 3.382 -0.62 0.54 -0.30 0.570
H 0.189 -3.248 4.607 -0.17 -0.32 -0.15 0.521
H 2.292 -3.353 5.927 -0.17 0.70 -0.83 0.368
H -2.429 -3.623 -2.044 -0.19 0.14 0.07 0.451
H -1.615 -5.930 -1.350 0.10 0.84 0.50 0.372
H -0.237 -6.075 0.610 -0.21 0.84 0.71 0.353
C -4.932 1.375 0.798 0.55 -0.89 -0.46 -1.379
Si -3.336 1.888 -0.051 0.14 -0.94 -0.05 0.073
C -3.563 1.696 -1.903 1.27 1.19 -0.88 2.032
C -4.097 0.346 -2.302 0.02 -1.56 1.90 -1.915
C -4.488 2.730 -2.538 -0.51 0.81 0.17 -1.761
C -2.163 1.970 -2.555 -0.56 -0.30 0.03 -1.248
C -2.501 3.475 0.607 1.24 0.08 -0.63 2.570
C -0.923 3.332 0.613 -0.59 -0.25 -1.13 -1.633
C -2.906 3.727 2.029 -1.17 0.10 0.44 -2.084
C -2.877 4.712 -0.248 -0.60 0.70 1.25 -1.870
H -5.775 1.884 0.349 -0.24 0.42 0.05 0.384
H -4.820 1.613 1.838 -0.38 0.05 0.64 0.440
H -5.156 0.289 0.685 0.38 0.70 0.14 0.333
H -5.102 0.188 -1.871 0.30 0.06 -0.07 0.380
H -3.474 -0.530 -1.930 -0.49 0.93 -0.50 0.032
H -4.232 0.272 -3.352 0.16 -0.10 -1.14 0.534
H -5.511 2.750 -2.128 0.29 -0.17 -0.09 0.312
H -4.553 2.470 -3.597 -0.19 0.17 -0.09 0.526
H -4.104 3.762 -2.474 -0.08 -0.44 -0.02 0.367
H -1.479 1.189 -2.243 0.43 -0.15 0.02 -0.194
H -1.744 2.942 -2.265 -0.13 -0.24 -0.08 0.027
H -2.209 1.938 -3.652 -0.13 0.02 0.16 0.654
H -0.577 2.584 1.330 -0.17 -0.27 -0.04 0.214
H -0.421 4.246 0.933 -0.26 0.31 -0.12 0.732
H -0.549 3.073 -0.412 -0.26 0.17 0.91 -0.122
H -2.747 2.864 2.689 -0.06 0.21 -0.06 0.271
H -3.971 4.032 2.042 0.38 -0.29 0.33 0.454
H -2.344 4.579 2.395 0.19 0.15 0.30 0.542
H -2.412 4.673 -1.195 0.31 -0.15 -1.30 0.455
H -2.441 5.623 0.220 -0.34 -0.49 -0.01 0.470
H -3.978 4.910 -0.375 1.01 -0.41 0.21 0.342
C 4.647 -1.644 2.183 -0.27 -0.09 -0.99 -0.666
C 4.701 -0.415 1.552 -0.25 0.14 -0.50 -0.711
C 3.821 -0.041 0.543 0.66 0.36 0.29 -0.528
C 2.784 -0.910 0.254 -0.72 0.32 -0.66 0.380
C 2.678 -2.131 0.908 0.60 -0.44 0.73 0.273
C 3.661 -2.562 1.819 -0.31 0.59 -0.18 -1.007
Sb 1.238 -0.238 -1.073 -0.08 0.59 0.23 0.873
C 2.248 1.344 -2.168 -0.24 -1.36 0.47 0.169
C 2.096 2.597 -1.668 0.52 2.86 0.73 0.085
C 3.001 3.660 -2.007 -0.10 -2.59 -0.69 -0.912
C 4.023 3.377 -2.916 -1.31 -0.74 0.38 -0.448
C 4.147 2.065 -3.458 1.14 1.46 0.50 -0.859
C 3.297 1.076 -3.050 -0.39 0.23 -0.05 -0.252
C 0.879 -1.813 -2.428 1.55 0.12 0.29 0.991
C 1.644 -2.986 -2.378 -0.86 -0.28 -1.04 -0.486
C 1.405 -3.981 -3.354 0.05 0.89 1.30 -0.663
C 0.412 -3.803 -4.296 0.40 1.20 0.03 -0.740
C -0.268 -2.594 -4.359 -0.11 1.02 -0.21 -0.551
C 0.008 -1.548 -3.464 -0.56 -1.61 -0.10 -0.974
H 5.485 -1.828 2.810 0.24 -0.68 0.80 0.484
H 5.491 0.261 1.786 0.53 0.35 0.24 0.505
H 4.042 0.914 0.028 -0.60 -0.67 0.19 0.282
H 1.846 -2.800 0.777 -0.30 -0.09 -0.37 0.319
H 3.594 -3.583 2.201 0.11 0.44 0.12 0.421
H 1.336 2.927 -0.948 0.19 -0.77 -0.23 0.118
H 2.924 4.567 -1.459 -0.07 0.81 -0.06 0.475
H 4.649 4.182 -3.212 0.80 0.31 -0.23 0.424
H 5.054 1.835 -4.043 -0.83 0.10 -0.01 0.364
H 3.423 0.105 -3.449 0.17 -1.04 -0.22 0.532
H 2.436 -3.101 -1.653 -0.04 -0.11 0.12 0.491
H 2.002 -4.865 -3.321 0.28 -0.51 -0.16 0.457
H 0.313 -4.460 -5.119 -0.32 -0.94 -0.42 0.506
H -0.954 -2.390 -5.180 0.07 -0.21 0.16 0.419
H -0.500 -0.604 -3.520 -0.24 0.29 -0.21 0.443



| no. | DFT total energy (eV) |
| --- | --- |
| 1 | -93118.971 |
| 2 | -146480.888 |
| 3 | -79572.745 |